{
  "formula": "C4H5N3O",
  "method": "ωB97M-V with the def2-TZVPD basis set",
  "species": ["O", "N", "N", "N", "C", "C", "C", "C", "H", "H", "H", "H", "H"],
  "xyz": [[-0.375233, -1.103854, 0.573594], [0.573642, 1.397384, 0.494376], [-0.240299, 1.549980, -0.537211], [0.560786, -1.410265, -0.474293], [-1.211142, 0.733555, -0.375883], [1.562208, 0.615273, 0.468219], [1.478040, -0.525322, -0.455169], [-1.529829, -0.406653, 0.281590], [-1.853144, -0.182777, 1.347212], [2.410647, -1.078495, -0.979228], [-1.895719, 0.891617, -1.129078], [2.651278, 0.605705, 0.966958], [-2.131236, -1.086153, -0.181089]],
  "atomic_forces_ev_per_a": [[2.132, -2.018, 1.197], [4.284, 2.508, 2.319], [-1.677, -1.965, 1.589], [-0.892, 0.827, 0.666], [-0.954, 4.627, -5.457], [2.204, -1.188, -0.759], [2.952, -3.190, -1.550], [1.549, -1.812, 5.830], [-0.396, -0.232, -1.087], [-1.780, 2.167, 0.736], [-1.824, 0.731, -1.859], [-3.072, 0.637, 0.009], [-2.526, -1.091, -1.634]],
  "mulliken_charge": [-0.237, -0.365, -0.450, -0.417, -0.020, 0.211, 0.003, -0.251, 0.201, 0.312, 0.366, 0.275, 0.373],
  "homo_energy_ha": -0.34960,
  "total_energy_ev": -10740.0642,
  "fmax_ev_per_a": 7.22
}